# C10H18N2O5

An isolated molecule of C10H18N2O5 in a non-equilibrium geometry (the ωB97M-V functional and the def2-TZVPD basis, OMol25).

Atoms and positions in Å:
1 C -3.83862 -1.21063 -0.54611
2 C -2.53707 -1.81358 -0.13906
3 C -1.78774 -0.63606 0.54549
4 C -2.36841 -0.16022 1.82914
5 C -1.43590 0.41692 -0.52950
6 N -0.01221 0.85531 -0.41718
7 C 1.14824 0.26214 -0.85045
8 O 1.18193 -0.67674 -1.67433
9 C 2.47930 0.78480 -0.19097
10 N 2.27500 1.11830 1.26068
11 C 3.48374 -0.36264 -0.42992
12 C 4.89757 0.11966 -0.08534
13 O 5.14705 1.13384 0.53703
14 O 5.89213 -0.62912 -0.54115
15 C -2.28758 1.71679 -0.61830
16 O -3.53043 1.77491 -0.44142
17 O -1.44644 2.78179 -0.86876
18 H -4.45087 -1.98118 -1.00517
19 H -3.77309 -0.52342 -1.36300
20 H -4.31318 -0.78217 0.31413
21 H -1.79752 -2.12035 -0.94899
22 H -2.81922 -2.67703 0.55322
23 H -0.87817 -1.18263 0.84263
24 H -3.29464 0.47562 1.66151
25 H -2.63874 -1.02532 2.44511
26 H -1.64136 0.48839 2.37102
27 H -1.47098 -0.08219 -1.47504
28 H 0.27484 1.31582 0.45114
29 H 2.77060 1.73644 -0.57176
30 H 3.09364 1.54709 1.63807
31 H 2.13102 0.21274 1.75671
32 H 3.49024 -0.71904 -1.41491
33 H 3.17044 -1.21524 0.25799
34 H 5.50305 -1.30700 -1.01722
35 H -0.61662 2.36401 -1.33529

Results
ΔE to the lowest compared entry with this formula, charge and spin = 2.359 eV
Calculated total energy = -23879.432 eV
Structure (SMILES) = CC[C@H](C)[C@H](NC(=O)[C@@H](N)CC(=O)O)C(=O)O
Largest force on an atom = 5.0 eV Å⁻¹
Multiplicity = 1
LUMO = 0.3 eV

=====

# C38H47Cl3GeN5O4S2Se2Te2Ti

A structure of composition C38H47Cl3GeN5O4S2Se2Te2Ti in a non-equilibrium geometry (the ωB97M-V functional and the def2-TZVPD basis, OMol25).

Atoms and positions in Å:
1 Ti 10.44758 11.93741 12.03795
2 C 11.52085 9.84786 14.42943
3 C 10.21196 9.36758 13.77452
4 C 8.94165 9.65207 14.57163
5 C 10.22908 7.91125 13.40777
6 O 10.20050 10.10899 12.47873
7 Ge 8.61574 9.74925 11.05365
8 O 8.45070 11.58859 11.37873
9 C 7.38803 12.25943 10.72626
10 C 7.19201 13.63316 11.31912
11 C 7.66173 12.39477 9.24789
12 C 6.14147 11.41884 10.94308
13 O 9.82077 10.02348 9.71580
14 C 10.07790 8.94036 8.78689
15 C 11.26303 9.41641 7.98846
16 C 8.80855 8.83786 7.92384
17 C 10.37240 7.64304 9.49953
18 H 11.71803 9.35500 15.36475
19 H 12.41260 9.61492 13.78928
20 H 11.52071 10.92810 14.61404
21 H 8.94162 9.09688 15.51973
22 H 8.83856 10.70834 14.76340
23 H 8.00007 9.30762 14.10227
24 H 10.29236 7.25532 14.30000
25 H 9.29589 7.63720 12.93883
26 H 11.06946 7.66331 12.71110
27 H 8.07350 14.28401 11.34275
28 H 6.44721 14.12996 10.72865
29 H 6.81271 13.60363 12.32168
30 H 8.55745 13.03508 9.04980
31 H 7.76548 11.41208 8.75664
32 H 6.78372 12.93729 8.84496
33 H 6.05242 11.24227 12.01786
34 H 5.24687 11.91296 10.59488
35 H 6.30922 10.43380 10.41715
36 H 11.03832 10.24710 7.40872
37 H 12.09358 9.71928 8.61306
38 H 11.56178 8.70962 7.19906
39 H 8.52110 9.84306 7.59762
40 H 8.95465 8.13950 7.10574
41 H 7.94325 8.53148 8.57486
42 H 11.19830 7.66576 10.21336
43 H 9.48670 7.34686 10.10489
44 H 10.57072 6.80985 8.77662
45 Se 13.02670 12.31367 12.47204
46 Te 13.57245 13.71673 14.27497
47 Te 11.38709 13.53469 15.75307
48 Se 9.74588 13.50518 13.86313
49 N 15.71748 10.91637 7.82594
50 C 15.66739 12.20621 7.37459
51 C 16.43306 12.82540 6.37071
52 C 16.17743 14.18561 6.29583
53 C 15.22775 14.85514 7.07797
54 C 14.52343 14.20499 8.03990
55 C 14.73364 12.84246 8.18373
56 N 14.20031 11.96596 9.11207
57 C 14.85046 10.85132 8.89273
58 C 14.63767 9.66938 9.69282
59 C 15.47440 8.57978 9.73917
60 S 14.90139 7.51053 10.96182
61 C 13.65618 8.63625 11.33920
62 N 13.59358 9.64292 10.56315
63 H 16.30395 10.16360 7.45137
64 H 17.17034 12.33273 5.71775
65 H 16.73423 14.75201 5.54509
66 H 15.10294 15.88647 6.94616
67 H 13.79196 14.69077 8.63951
68 H 16.36560 8.35260 9.14888
69 H 12.98743 8.34966 12.12201
70 Cl 8.57947 17.26890 15.21121
71 C 9.12670 17.50626 13.56953
72 C 10.45764 17.28407 13.24807
73 C 10.89260 17.36346 11.91970
74 C 9.96492 17.53740 10.86250
75 C 10.45580 17.46649 9.42023
76 C 9.85750 16.26740 8.67292
77 N 10.52455 15.00433 9.01880
78 C 10.96062 13.98361 8.21992
79 C 11.16700 12.91403 9.02959
80 N 10.75469 13.24754 10.32662
81 C 10.40345 14.52168 10.26176
82 O 11.81189 17.51090 9.37124
83 C 12.41183 17.56053 8.08144
84 C 13.79617 18.12967 8.26015
85 C 14.25924 19.29043 7.68803
86 Cl 13.30537 20.39728 6.81845
87 S 15.88557 19.60689 7.95813
88 C 16.04782 18.22762 8.96675
89 C 14.87326 17.53958 9.06292
90 C 8.65237 17.74214 11.25306
91 Cl 7.45242 18.07219 10.02582
92 C 8.20366 17.78960 12.55886
93 H 11.20919 17.07494 14.00226
94 H 11.96884 17.20732 11.71188
95 H 9.96963 18.26258 8.87327
96 H 10.06459 16.45848 7.62658
97 H 8.77886 16.17499 8.77296
98 H 11.23960 14.10625 7.20079
99 H 11.62683 11.95079 8.80900
100 H 10.06731 15.10255 11.11743
101 H 11.79623 18.17244 7.38801
102 H 12.47419 16.54979 7.67513
103 H 17.00823 17.95438 9.39622
104 H 14.74967 16.59793 9.52643
105 H 7.16216 17.90389 12.81442

Results
ΔE to the lowest compared entry with this formula, charge and spin = 1.206 eV
Calculated total energy = -339956.276 eV
Largest force on an atom = 3.1 eV Å⁻¹
Multiplicity = 1
LUMO (alpha / beta) = -4.1 / -4.0 eV
Net charge = +1

=====

# C20H22BF2N4SiY

A structure of composition C20H22BF2N4SiY (the ωB97M-V functional and the def2-TZVPD basis, OMol25).

Atoms and positions in Å:
1 Y 1.18639 -0.10227 -0.47354
2 C 1.01917 2.24522 4.29597
3 C -0.25802 1.73057 4.09522
4 C -0.46476 0.67827 3.22212
5 C 0.61687 0.10381 2.54588
6 C 1.89711 0.61767 2.75837
7 C 2.09229 1.68917 3.62144
8 N 0.45025 -0.86429 1.53743
9 C -0.31341 -1.95883 1.68329
10 C -0.76723 -2.47829 2.92719
11 C -1.49551 -3.63278 2.97086
12 C -1.83842 -4.35238 1.80145
13 C -1.42856 -3.88563 0.58845
14 C -0.67302 -2.69548 0.51171
15 N -0.26082 -2.13152 -0.66766
16 N -0.60448 -2.66016 -1.76138
17 C -0.15232 -1.94289 -2.88207
18 C -0.61834 -2.33611 -4.13089
19 C -0.23048 -1.60768 -5.23943
20 C 0.61853 -0.51971 -5.08209
21 C 1.05681 -0.21357 -3.80919
22 N 0.68041 -0.90412 -2.72917
23 H 1.17034 3.07809 4.96935
24 H -1.10339 2.17100 4.60843
25 H -1.46511 0.30766 3.03476
26 H 2.74263 0.15371 2.25977
27 H 3.09076 2.07986 3.76874
28 H -0.50387 -1.95675 3.83667
29 H -1.81312 -4.01649 3.93272
30 H -2.41494 -5.26334 1.87818
31 H -1.66838 -4.40311 -0.32963
32 H -1.28047 -3.18657 -4.19876
33 H -0.59109 -1.88279 -6.22176
34 H 0.93816 0.07650 -5.92371
35 H 1.72785 0.62009 -3.63458
36 F 4.68728 -1.04332 -0.27743
37 B 3.85647 -0.05603 -0.67309
38 F 4.54651 0.95362 -1.24895
39 C -0.48384 3.09524 -2.55945
40 Si -0.39821 2.29321 -0.83163
41 C -2.19327 1.73747 -0.47640
42 C -0.08463 3.72757 0.37490
43 H -1.21130 3.91283 -2.57299
44 H -0.78831 2.37260 -3.32262
45 H 0.48258 3.50743 -2.86102
46 H -2.89611 2.57137 -0.57203
47 H -2.28464 1.34369 0.54037
48 H -2.52224 0.95032 -1.16186
49 H -0.85281 4.50140 0.27834
50 H 0.88538 4.19480 0.18767
51 H -0.08466 3.38095 1.41207

Results
ΔE to the lowest compared entry with this formula, charge and spin = 0.000 eV
Calculated total energy = -42092.534 eV
Largest force on an atom = 0.2 eV Å⁻¹
Multiplicity = 1
LUMO = -1.8 eV